(1)
Formula: C35H31ClFeGeN2OS2
Source: OMol25
Level of theory: ωB97M-V/def2-TZVPD

Geometry (Å):
Fe1 1.2287 0.2885 -0.9085
C1 -1.9458 -2.3736 -0.2548
C2 -0.6229 -1.6861 -0.1107
N1 -0.2808 -0.7636 -1.0023
N2 -1.1740 -0.5947 -2.0434
C3 -0.9656 0.4364 -2.7718
S1 0.3315 1.5891 -2.4709
S2 -2.0099 0.6798 -4.1752
C4 -3.4301 1.4828 -3.3454
C5 -4.1806 0.5564 -2.4392
C6 -4.1353 0.7263 -1.0597
C7 -4.8135 -0.1396 -0.2145
C8 -5.5391 -1.1951 -0.7439
C9 -5.5921 -1.3709 -2.1202
C10 -4.9198 -0.5008 -2.9610
C11 0.2424 -2.0464 0.9776
C12 -0.0904 -3.1774 1.7698
C13 0.6812 -3.5831 2.8205
C14 1.8344 -2.8589 3.1601
C15 2.2062 -1.7657 2.4347
C16 1.4411 -1.3347 1.3235
O1 1.8802 -0.2979 0.6773
H1 -2.6195 -1.8279 -0.9058
H2 -2.4035 -2.4942 0.7235
H3 -1.7872 -3.3658 -0.6839
H4 -4.0462 1.8160 -4.1825
H5 -3.0929 2.3763 -2.8183
H6 -3.5885 1.5626 -0.6442
H7 -4.7869 0.0198 0.8562
H8 -6.0745 -1.8705 -0.0909
H9 -6.1673 -2.1853 -2.5390
H10 -4.9636 -0.6490 -4.0327
H11 -0.9688 -3.7542 1.5273
H12 0.4061 -4.4575 3.3923
H13 2.4329 -3.1739 4.0050
H14 3.0918 -1.1958 2.6773
Cl1 1.3453 -3.0335 -2.6744
C17 2.6995 -2.9169 -1.6015
C18 3.1474 -4.0723 -0.9809
C19 4.2278 -4.0088 -0.1182
C20 4.8593 -2.7919 0.1310
C21 4.4034 -1.6458 -0.4781
C22 3.3150 -1.6705 -1.3727
C23 2.8627 -0.4595 -1.9942
H15 2.6525 -5.0113 -1.1842
H16 4.5799 -4.9131 0.3589
H17 5.7063 -2.7495 0.8014
H18 4.8840 -0.6960 -0.2825
H19 2.3110 -0.5494 -2.9223
H20 3.5209 0.4042 -1.9196
Ge1 -0.1279 2.3431 -0.0009
C24 -0.2469 1.4891 1.7392
C25 0.7369 1.5817 2.7188
C26 0.5389 0.9995 3.9575
C27 -0.6340 0.3026 4.2227
C28 -1.6143 0.1976 3.2503
C29 -1.4194 0.7906 2.0113
C30 0.9861 3.9047 -0.2005
C31 2.3110 3.9179 0.2278
C32 3.0836 5.0587 0.0794
C33 2.5340 6.1946 -0.4966
C34 1.2168 6.1886 -0.9304
C35 0.4466 5.0462 -0.7894
H21 -1.5672 2.5036 -0.4906
H22 1.6591 2.1127 2.5226
H23 1.2997 1.0863 4.7211
H24 -0.7818 -0.1543 5.1921
H25 -2.5305 -0.3400 3.4551
H26 -2.1947 0.7085 1.2545
H27 2.7536 3.0379 0.6832
H28 4.1116 5.0630 0.4146
H29 3.1346 7.0866 -0.6096
H30 0.7900 7.0738 -1.3811
H31 -0.5785 5.0503 -1.1409

The charge is +1. As for the total energy: -6134.01207 Ha. Its expectation value of S² is 1.195. The multiplicity is 2.

=====

(2)
Formula: C18H23N3O4S
Source: OMol25
Level of theory: ωB97M-V/def2-TZVPD

Geometry (Å):
C1 0.3873 7.3832 -2.6473
H1 1.3840 7.6473 -3.0157
O1 0.0914 6.0282 -2.8817
C2 0.8829 5.0814 -2.3020
C3 1.9763 5.3436 -1.4821
C4 2.7040 4.2991 -0.9454
C5 2.3641 2.9782 -1.2134
C6 1.2758 2.7115 -2.0356
C7 0.5467 3.7565 -2.5695
H2 -0.3004 3.5600 -3.2071
H3 0.9818 1.7010 -2.2727
O2 3.1650 2.0260 -0.6239
C8 2.8065 0.6786 -0.7545
C9 1.4811 0.3674 -0.1470
N1 0.5877 -0.4470 -0.5949
N2 -0.4430 -0.4342 0.2771
C10 -0.1196 0.4026 1.2219
S1 -1.0303 0.8586 2.6044
C11 -2.5596 -0.0929 2.3021
H4 -3.3172 0.4021 2.9083
H5 -2.7933 -0.0122 1.2425
C12 -2.4322 -1.5501 2.7614
O3 -2.8387 -1.9074 3.8460
N3 -1.8621 -2.3482 1.8503
H6 -1.4982 -1.9419 0.9957
C13 -1.6152 -3.7567 2.0850
C14 -0.1119 -4.0553 2.0901
C15 0.5050 -3.9333 0.6984
C16 -0.2241 -4.8351 -0.2920
C17 -1.7034 -4.4687 -0.3443
C18 -2.3358 -4.6114 1.0377
H7 -3.3882 -4.3233 1.0037
H8 -2.2832 -5.6555 1.3520
H9 -1.8084 -3.4423 -0.7007
H10 -2.2246 -5.1194 -1.0495
H11 0.2205 -4.7306 -1.2833
H12 -0.1181 -5.8777 0.0174
H13 0.4512 -2.9022 0.3464
H14 1.5606 -4.2096 0.7469
H15 0.0319 -5.0731 2.4581
H16 0.3860 -3.3756 2.7852
H17 -2.0311 -3.9662 3.0770
O4 1.0959 0.9473 1.0160
H18 2.7912 0.3439 -1.8002
H19 3.5862 0.1258 -0.2179
H20 3.5511 4.4924 -0.3069
H21 2.2715 6.3543 -1.2504
H22 0.3142 7.6337 -1.5840
H23 -0.3613 7.9475 -3.2013

As for the total energy: -1563.11079 Ha. The SMILES is COc1ccc(OCc2nnc(SCC(=O)NC3CCCCC3)o2)cc1.

=====

(3)
Formula: C13H28N4O2PS
Source: OMol25
Level of theory: ωB97M-V/def2-TZVPD

Geometry (Å):
S1 0.9468 -3.6638 2.2091
P1 1.3538 -5.2687 3.2380
N1 3.0801 -5.6435 3.3233
C1 3.0852 -6.9057 4.1025
C2 3.2948 -6.9141 5.6580
C3 3.2308 -8.3164 6.3667
C4 2.9695 -9.5405 5.4636
N2 2.8104 -9.5686 4.0477
C5 2.8662 -8.2868 3.4280
H1 0.6516 -6.4170 2.6959
H2 0.8168 -5.0847 4.5768
H3 3.4818 -5.9458 6.2305
H4 3.3475 -8.3823 7.5034
H5 2.8988 -10.5560 6.0032
H6 2.7325 -8.2684 2.2838
C6 1.3209 2.1527 0.0542
C7 1.2264 0.6503 0.3079
C8 0.6836 -0.1430 -0.8986
O1 -0.7262 -0.0450 -1.0779
C9 -1.1503 1.1212 -1.7626
N3 0.4211 0.4202 1.5122
H7 0.3471 2.6462 0.0846
H8 1.9403 2.6274 0.8215
H9 1.7793 2.3590 -0.9179
H10 2.2431 0.2923 0.5032
H11 0.8827 -1.2041 -0.7192
H12 1.2117 0.1196 -1.8242
H13 -0.4358 1.4336 -2.5303
H14 -1.3257 1.9302 -1.0524
H15 -2.1044 0.8992 -2.2474
H16 0.4398 -0.5749 1.7294
H17 -0.5530 0.5945 1.2630
C10 -3.7935 5.4181 -2.4555
C11 -2.2709 5.5211 -2.4516
C12 -1.7062 6.3205 -3.6441
O2 -1.6924 5.6056 -4.8758
C13 -2.9274 5.6087 -5.5716
N4 -1.7025 4.1692 -2.3892
H18 -4.1645 4.7044 -3.1935
H19 -4.1517 5.0784 -1.4792
H20 -4.2524 6.3901 -2.6583
H21 -1.9869 6.0541 -1.5375
H22 -0.6577 6.5496 -3.4277
H23 -2.2165 7.2847 -3.7607
H24 -3.4716 6.5485 -5.4433
H25 -3.5418 4.7649 -5.2509
H26 -2.7151 5.4739 -6.6348
H27 -0.6911 4.2446 -2.2921
H28 -1.8248 3.7463 -3.3101

The charge is -1. As for the total energy: -1621.07510 Ha.

=====

(4)
Formula: C19H30N3O3OsS2Se2
Source: OMol25
Level of theory: ωB97M-V/def2-TZVPD

Geometry (Å):
Os1 -0.1975 -0.1521 0.3811
C1 0.1503 -0.3419 6.1787
Se1 0.1921 0.1107 4.2900
C2 -1.4543 -0.7808 3.7428
C3 -1.2531 -2.1860 3.2342
Se2 -0.1260 -2.3582 1.6244
C4 -1.3006 -3.5807 0.6779
H1 -0.6831 0.1658 6.6550
H2 1.0857 0.0077 6.6077
H3 0.0781 -1.4181 6.3092
H4 -1.9189 -0.1510 2.9898
H5 -2.1026 -0.8085 4.6194
H6 -2.2038 -2.6525 2.9738
H7 -0.7486 -2.8032 3.9762
H8 -1.4708 -4.4429 1.3175
H9 -0.7913 -3.8879 -0.2304
H10 -2.2291 -3.0704 0.4384
N1 1.6030 0.3123 1.3889
C5 2.5141 0.0718 0.2841
C6 3.0243 -1.2191 0.1890
C7 3.5063 -1.6506 -1.0319
C8 3.4930 -0.7806 -2.1159
C9 3.1586 0.5571 -1.9502
C10 2.6473 0.9968 -0.7405
S1 3.7429 -1.4504 -3.7628
O1 2.6452 -2.4505 -3.8096
O2 5.0578 -2.0130 -3.7975
O3 3.4731 -0.3269 -4.6433
H11 1.8167 -0.3243 2.1569
H12 1.5833 1.2544 1.7718
H13 2.9356 -1.9067 1.0225
H14 3.8272 -2.6743 -1.1740
H15 3.2127 1.2165 -2.8063
H16 2.2780 2.0088 -0.6272
S2 -0.0738 -1.4779 -1.4753
C11 -0.1148 -0.4579 -2.9215
N2 0.5647 -0.9337 -3.9799
C12 0.6740 -0.2680 -5.1350
C13 0.0277 0.9373 -5.3064
C14 -0.7015 1.4430 -4.2426
C15 -0.7710 0.7507 -3.0416
H17 1.2485 -1.7616 -3.8783
H18 1.3075 -0.7297 -5.8766
H19 0.1333 1.4741 -6.2366
H20 -1.2192 2.3886 -4.3404
H21 -1.3300 1.1393 -2.2055
C16 -2.5549 2.9649 -0.4614
C17 -2.2487 2.1838 0.8159
C18 -1.7078 3.1104 1.9068
C19 -3.4929 1.4331 1.2922
N3 -1.1869 1.2350 0.5181
H22 -3.3121 3.7211 -0.2547
H23 -2.9425 2.3032 -1.2373
H24 -1.6611 3.4663 -0.8344
H25 -2.4916 3.8072 2.2061
H26 -0.8615 3.6924 1.5404
H27 -1.3955 2.5405 2.7832
H28 -4.3444 2.1134 1.2917
H29 -3.3691 1.0541 2.3054
H30 -3.7220 0.5990 0.6278

The charge is +1. As for the total energy: -6821.64069 Ha.